(1)
Here is a molecular structure, C45H35N4O5S4SnTe from the OMol25 dataset. Energies are from ωB97M-V with the def2-TZVPD basis set.

## Properties
lowest unoccupied orbital energy: -3.4 eV
energy above the lowest of the compared OMol25 structures with the same formula, charge and spin: 2.5 kJ/mol
energy: -119892.18685 eV
charge: +1

Structure (XYZ):
```
95
Properties=species:S:1:pos:R:3:lowdin_charge:R:1
Sn 0.918 0.153 -0.428 0.907
O 0.636 0.501 2.182 -0.154
C 1.913 0.661 2.879 -0.295
C 3.014 0.377 1.810 -0.560
O 4.171 0.604 2.040 0.159
O 2.570 -0.265 0.728 -0.356
C 1.968 -0.411 3.966 -0.154
C 1.236 -0.205 5.132 -0.020
C 1.151 -1.198 6.096 -0.057
C 1.811 -2.405 5.911 -0.070
C 2.561 -2.611 4.762 -0.061
C 2.638 -1.621 3.792 -0.048
C 2.029 2.047 3.493 -0.167
C 1.068 3.027 3.300 -0.036
C 1.166 4.248 3.955 -0.069
C 2.249 4.517 4.774 -0.072
C 3.231 3.549 4.947 -0.053
C 3.116 2.318 4.323 -0.014
H -0.046 0.423 2.863 0.112
H 0.748 0.751 5.302 0.128
H 0.583 -1.021 7.002 0.111
H 1.755 -3.177 6.669 0.110
H 3.100 -3.541 4.627 0.111
H 3.260 -1.783 2.924 0.106
H 0.233 2.859 2.635 0.091
H 0.385 4.985 3.825 0.099
H 2.330 5.471 5.281 0.108
H 4.085 3.749 5.582 0.111
H 3.875 1.561 4.473 0.128
O 1.357 0.928 -4.100 -0.266
S 1.345 -0.235 -3.272 0.627
O 2.370 -0.372 -2.207 -0.382
N 0.042 -0.358 -2.325 -0.232
C -1.235 0.105 -2.651 -0.306
C -1.815 0.074 -3.893 0.010
C -3.095 0.637 -4.095 -0.033
C -3.778 1.223 -3.068 -0.019
C -3.202 1.267 -1.774 -0.155
C -3.795 1.941 -0.688 0.035
C -3.134 2.020 0.512 -0.006
C -1.877 1.414 0.635 -0.087
N -1.305 0.755 -0.355 0.008
C -1.937 0.686 -1.565 -0.211
C 1.439 -1.656 -4.297 -0.279
C 1.884 -1.503 -5.604 -0.037
C 2.028 -2.640 -6.387 -0.049
C 1.734 -3.893 -5.864 -0.045
C 1.284 -4.027 -4.554 -0.041
C 1.133 -2.901 -3.765 -0.046
H -1.280 -0.351 -4.733 0.123
H -3.523 0.614 -5.089 0.120
H -4.747 1.680 -3.227 0.126
H -4.760 2.416 -0.823 0.136
H -3.549 2.553 1.356 0.120
H -1.309 1.488 1.554 0.099
H 2.110 -0.518 -5.993 0.121
H 2.374 -2.544 -7.408 0.116
H 1.853 -4.774 -6.482 0.115
H 1.055 -5.004 -4.145 0.102
H 0.777 -2.986 -2.744 0.085
S -2.595 4.974 -3.110 0.628
C -1.266 4.601 -2.211 -1.060
S -0.314 3.166 -2.531 1.055
C 0.564 3.435 -1.061 -0.991
N 0.268 4.528 -0.451 0.038
N -0.704 5.218 -1.129 -0.129
C -1.087 6.493 -0.581 -0.201
C -1.450 7.540 -1.416 -0.040
C -1.798 8.760 -0.856 -0.064
C -1.774 8.937 0.519 -0.079
C -1.386 7.890 1.340 -0.074
C -1.041 6.664 0.794 -0.024
S 1.828 2.405 -0.397 0.761
H -1.463 7.408 -2.486 0.084
H -2.083 9.577 -1.505 0.111
H -2.047 9.893 0.948 0.108
H -1.346 8.025 2.414 0.106
H -0.705 5.854 1.420 0.092
C -0.155 -3.864 -0.443 -0.378
Te 0.934 -2.407 0.675 1.613
C 2.646 -3.118 -0.379 -0.323
C 2.239 -4.455 -0.943 -0.288
C 3.201 -5.324 -1.450 -0.023
C 2.826 -6.534 -2.009 -0.064
C 1.482 -6.887 -2.065 -0.076
C 0.520 -6.026 -1.563 -0.042
C 0.890 -4.807 -1.000 -0.311
H -0.759 -3.375 -1.209 0.060
H -0.829 -4.373 0.243 0.063
H 3.461 -3.162 0.338 0.078
H 2.906 -2.397 -1.152 0.055
H 4.250 -5.049 -1.404 0.125
H 3.581 -7.207 -2.394 0.112
H 1.186 -7.838 -2.492 0.113
H -0.528 -6.305 -1.596 0.123
```

---

(2)
Here is 7 unconnected molecules or ions with the total composition C45H36BrN4O13PS at a distorted geometry from the OMol25 dataset. Energies are from ωB97M-V with the def2-TZVPD basis set.

## Properties
lowest unoccupied orbital energy: -2.1 eV
SMILES: CNCc1c(C)c(P(N)O)c(Br)c2nsnc12.O=C1C=CC(=O)C=C1.O=C1C=CC(=O)C=C1.O=C1C=CC(=O)C=C1.O=C1C=CC(=O)C=C1.O=C1C=CC(=O)C=C1.O=C1C=CC(=O)C=C1
energy: -169980.63400 eV

Structure (XYZ):
```
101
Properties=species:S:1:pos:R:3:lowdin_charge:R:1
C -4.856 -4.419 -2.007 -0.152
N -5.255 -3.271 -2.922 -0.143
C -4.188 -3.139 -3.999 -0.196
C -3.851 -1.567 -4.245 -0.044
C -2.363 -1.180 -4.575 -0.149
C -1.218 -2.316 -4.678 -0.104
C -2.045 0.355 -4.764 -0.280
P -0.219 0.840 -5.102 0.857
N 0.292 1.694 -3.619 -0.196
O -0.109 1.870 -6.479 -0.377
C -3.125 1.478 -4.670 -0.495
Br -2.633 3.402 -4.914 0.674
C -4.612 1.072 -4.366 -0.338
N -5.688 2.030 -4.252 -0.248
S -7.016 0.980 -3.903 0.923
N -6.398 -0.633 -3.833 -0.239
C -4.976 -0.446 -4.151 -0.217
H -4.208 -4.051 -1.121 0.089
H -5.800 -4.930 -1.591 0.081
H -4.263 -5.233 -2.554 0.080
H -5.080 -2.436 -2.322 0.078
H -3.235 -3.601 -3.525 0.094
H -4.475 -3.665 -4.972 0.129
H -1.588 -3.144 -5.399 0.092
H -0.233 -1.928 -5.100 0.037
H -1.125 -2.748 -3.611 0.091
H 0.139 2.704 -3.790 0.011
H 1.282 1.490 -3.402 0.004
H 0.861 2.054 -6.563 0.043
O -5.424 0.965 1.283 0.070
C -5.104 1.978 0.684 -0.368
C -4.753 3.217 1.409 0.027
C -4.404 4.325 0.755 0.025
C -4.351 4.361 -0.721 -0.377
O -4.029 5.372 -1.317 0.105
C -4.702 3.121 -1.446 0.020
C -5.053 2.012 -0.792 0.030
H -4.795 3.173 2.490 0.125
H -4.144 5.242 1.270 0.123
H -4.659 3.165 -2.527 0.061
H -5.313 1.095 -1.306 0.102
O 3.150 0.974 -1.505 0.074
C 2.853 1.703 -0.574 -0.363
C 1.636 2.538 -0.611 0.031
C 1.312 3.337 0.407 0.043
C 2.157 3.420 1.616 -0.387
O 1.861 4.148 2.545 0.095
C 3.376 2.584 1.653 0.006
C 3.699 1.785 0.636 0.025
H 1.026 2.465 -1.503 0.084
H 0.424 3.956 0.395 0.127
H 3.984 2.656 2.546 0.124
H 4.587 1.166 0.647 0.121
O 3.088 1.297 8.650 0.106
C 2.772 1.276 7.475 -0.386
C 2.604 0.000 6.747 0.032
C 2.261 -0.022 5.459 0.020
C 2.031 1.229 4.704 -0.362
O 1.715 1.207 3.527 0.088
C 2.199 2.505 5.431 0.032
C 2.543 2.526 6.720 0.028
H 2.775 -0.906 7.315 0.123
H 2.134 -0.947 4.911 0.085
H 2.027 3.411 4.863 0.108
H 2.669 3.452 7.268 0.124
O -1.855 0.819 2.101 0.102
C -2.092 -0.202 2.722 -0.371
C -1.072 -0.825 3.592 0.034
C -1.332 -1.944 4.270 0.025
C -2.652 -2.608 4.181 -0.387
O -2.888 -3.628 4.802 0.094
C -3.671 -1.984 3.311 0.027
C -3.411 -0.864 2.633 0.029
H -0.112 -0.327 3.646 0.092
H -0.597 -2.415 4.911 0.094
H -4.631 -2.482 3.257 0.123
H -4.144 -0.392 1.992 0.083
O 4.751 -7.145 3.908 0.115
C 4.027 -6.198 4.152 -0.383
C 2.558 -6.351 4.217 0.029
C 1.766 -5.312 4.483 0.031
C 2.322 -3.964 4.724 -0.358
O 1.597 -3.015 4.969 0.070
C 3.791 -3.811 4.659 0.026
C 4.584 -4.850 4.393 0.029
H 2.167 -7.345 4.039 0.126
H 0.688 -5.406 4.534 0.126
H 4.182 -2.816 4.837 0.120
H 5.661 -4.756 4.342 0.125
O 8.637 2.547 -4.014 0.104
C 7.510 2.249 -4.365 -0.388
C 6.568 1.585 -3.439 0.026
C 5.334 1.258 -3.825 0.024
C 4.856 1.546 -5.193 -0.381
O 3.728 1.248 -5.542 0.086
C 5.797 2.211 -6.119 0.020
C 7.031 2.538 -5.734 0.022
H 6.934 1.381 -2.440 0.122
H 4.631 0.770 -3.161 0.093
H 5.431 2.414 -7.118 0.121
H 7.734 3.026 -6.398 0.123
```

---

(3)
Here is a molecular structure, C45H36Cl2NO8RhS3 at a distorted geometry from the OMol25 dataset. Energies are from ωB97M-V with the def2-TZVPD basis set.

## Properties
lowest unoccupied orbital energy: -0.4 eV
energy above the lowest of the compared OMol25 structures with the same formula, charge and spin: 0.0 kJ/mol
energy: -125677.25851 eV

Structure (XYZ):
```
96
Properties=species:S:1:pos:R:3:lowdin_charge:R:1
Rh -1.591 0.518 -1.262 1.078
C -3.586 -3.645 6.171 -0.046
C -3.273 -2.858 4.927 -0.261
C -2.096 -3.096 4.214 -0.023
C -1.790 -2.367 3.080 -0.051
C -2.678 -1.385 2.655 -0.368
C -3.871 -1.155 3.318 -0.064
C -4.157 -1.893 4.458 -0.031
S -2.257 -0.346 1.284 1.085
O -1.422 -1.250 0.338 -0.526
C -1.120 0.763 2.095 -0.320
C -1.794 1.789 2.804 -0.075
C -1.086 2.749 3.445 -0.025
C 0.329 2.786 3.338 -0.195
C 1.078 3.825 3.940 -0.062
C 2.432 3.882 3.793 -0.071
C 3.099 2.897 3.031 -0.055
C 2.402 1.875 2.456 0.005
C 0.993 1.788 2.599 -0.108
C 0.241 0.708 2.010 -0.120
C 1.055 -0.475 1.571 -0.126
C 1.621 -1.206 2.677 -0.108
C 1.235 -0.940 4.024 -0.013
C 1.800 -1.616 5.063 -0.061
C 2.787 -2.602 4.829 -0.072
C 3.152 -2.902 3.553 -0.029
C 2.569 -2.222 2.452 -0.153
C 2.925 -2.537 1.123 -0.004
C 2.333 -1.900 0.081 -0.040
C 1.382 -0.867 0.298 -0.239
S 0.778 -0.090 -1.232 0.952
O 1.838 0.793 -1.726 -0.412
C 0.799 -1.569 -2.251 -0.396
C 1.782 -1.604 -3.223 -0.096
C 1.829 -2.682 -4.096 -0.032
C 0.905 -3.717 -4.010 -0.259
C 0.949 -4.866 -4.980 -0.046
C -0.053 -3.667 -2.999 -0.015
C -0.120 -2.601 -2.121 -0.068
H -2.676 -4.022 6.637 0.077
H -4.219 -4.503 5.938 0.088
H -4.117 -3.033 6.900 0.080
H -1.408 -3.858 4.560 0.118
H -0.878 -2.552 2.524 0.114
H -4.569 -0.413 2.947 0.118
H -5.086 -1.717 4.987 0.118
H -2.878 1.798 2.824 0.117
H -1.593 3.524 4.006 0.124
H 0.548 4.586 4.502 0.116
H 2.997 4.685 4.247 0.106
H 4.171 2.958 2.896 0.107
H 2.926 1.134 1.866 0.125
H 0.471 -0.201 4.226 0.121
H 1.488 -1.400 6.077 0.107
H 3.241 -3.119 5.664 0.104
H 3.893 -3.668 3.353 0.114
H 3.664 -3.309 0.940 0.120
H 2.603 -2.178 -0.925 0.107
H 2.491 -0.789 -3.288 0.112
H 2.593 -2.709 -4.866 0.119
H 1.067 -4.507 -6.003 0.081
H 0.038 -5.460 -4.931 0.076
H 1.792 -5.526 -4.766 0.084
H -0.771 -4.473 -2.906 0.118
H -0.878 -2.578 -1.350 0.098
C 3.631 2.823 -5.907 -0.046
C 2.278 2.340 -5.463 -0.258
C 1.901 1.012 -5.625 -0.034
C 0.664 0.564 -5.187 -0.061
C -0.203 1.457 -4.583 -0.277
C 0.137 2.794 -4.434 -0.044
C 1.375 3.223 -4.873 -0.020
S -1.757 0.860 -4.023 0.628
O -2.689 0.895 -5.107 -0.240
O -1.536 -0.458 -3.382 -0.345
N -2.099 1.759 -2.773 -0.275
C -3.431 2.355 -2.644 -0.121
C -4.253 1.402 -1.811 -0.578
O -5.442 1.490 -1.634 0.097
O -3.495 0.459 -1.260 -0.191
H 4.230 2.009 -6.314 0.073
H 4.176 3.262 -5.070 0.085
H 3.538 3.593 -6.675 0.083
H 2.589 0.314 -6.088 0.114
H 0.373 -0.469 -5.314 0.115
H -0.546 3.480 -3.953 0.112
H 1.657 4.259 -4.735 0.121
H -3.928 2.480 -3.601 0.129
H -3.402 3.281 -2.064 0.108
Cl -2.941 4.620 0.632 0.623
C -1.312 4.521 -0.065 -0.965
Cl -0.099 5.162 1.068 0.664
C -0.876 3.127 -0.544 -0.717
O 0.140 3.053 -1.188 0.056
O -1.707 2.172 -0.236 -0.224
H -1.300 5.175 -0.930 0.066
```

---

HOMO across the listed records, respectively: -10.06; -8.32; -8.64 eV.